No. 1
Here is 2 unconnected molecules or ions with the total composition C3H13N4 in a non-equilibrium geometry from the Open Molecules 2025 dataset. Energies are from ωB97M-V/def2-TZVPD.

Computed properties:
largest force on an atom	6.92	eV/A
gap between HOMO and LUMO	5.48	eV
energy	-9271.3049	eV
E_HOMO	-13.05	eV
energy relative to the best compared isomer or geometry (same formula, charge and spin)	143.9	kcal per mole

ORCA input file:
```
! wB97M-V def2-TZVPD RIJCOSX def2/J DEFGRID3
* xyz 1 1
N 0.938 0.792 -2.279
C 0.109 0.291 -1.295
N -1.041 1.148 -1.273
N 0.111 -1.210 -1.491
H 1.677 0.097 -2.407
H 0.444 0.736 -3.169
H -0.590 2.061 -1.209
H -1.467 1.070 -2.195
H -0.459 -1.479 -0.678
H -0.616 -1.201 -2.223
C 0.676 0.829 1.987
N -0.536 0.085 1.592
C -0.413 -1.343 1.862
H 0.874 0.722 3.053
H 1.556 0.501 1.421
H 0.549 1.903 1.837
H -0.664 0.202 0.590
H 0.400 -1.844 1.308
H -1.374 -1.823 1.664
H -0.175 -1.537 2.905
*
```

---

No. 2
Here is a molecular structure, C24H48As2F12O24Rb in a non-equilibrium geometry from the Open Molecules 2025 dataset. Energies are from ωB97M-V/def2-TZVPD.

Computed properties:
largest force on an atom	6.83	eV/A
gap between HOMO and LUMO	8.22	eV
energy	-229753.6851	eV
E_HOMO	-7.09	eV
energy relative to the best compared isomer or geometry (same formula, charge and spin)	159.5	kcal per mole

ORCA input file:
```
! wB97M-V def2-TZVPD RIJCOSX def2/J DEFGRID3
* xyz -1 1
Rb 1.707 -2.992 -3.045
As -1.674 -1.239 -5.560
F -0.769 0.231 -6.128
F -3.129 -0.802 -6.615
F -2.496 -2.682 -4.943
F -0.196 -1.679 -4.558
F -2.485 -0.326 -4.181
F -0.949 -2.189 -6.936
As -0.332 -0.553 -0.379
F -1.538 -1.672 0.338
F -0.473 0.718 0.884
F 1.066 0.240 -1.220
F -0.060 -1.900 -1.576
F -1.563 0.334 -1.433
F 0.979 -1.389 0.633
C 3.141 -0.759 2.707
O 4.017 0.222 3.321
C 5.177 0.650 2.617
O 5.450 0.378 1.464
O 5.919 1.454 3.472
C 7.067 2.112 2.977
H 3.482 -1.788 2.596
H 2.898 -0.420 1.700
H 2.183 -0.820 3.223
H 7.017 2.191 1.891
H 7.971 1.568 3.253
H 7.172 3.077 3.471
C 0.854 -4.473 1.271
O 0.235 -5.731 1.093
C -0.459 -5.956 -0.002
O -0.256 -5.472 -1.084
O -1.330 -6.881 0.269
C -2.470 -7.081 -0.557
H 1.682 -4.572 1.974
H 0.027 -3.864 1.634
H 1.247 -4.092 0.329
H -2.859 -8.093 -0.436
H -2.213 -7.119 -1.615
H -3.239 -6.339 -0.341
C 4.689 0.521 -1.509
O 5.285 1.774 -1.869
C 6.590 1.785 -2.271
O 7.347 0.851 -2.523
O 6.856 3.118 -2.381
C 7.965 3.680 -3.084
H 4.569 -0.037 -2.437
H 3.664 0.640 -1.156
H 5.242 -0.127 -0.829
H 8.963 3.680 -2.647
H 7.806 4.661 -3.531
H 8.039 2.972 -3.909
C -2.665 2.070 2.815
O -3.904 1.348 2.663
C -4.443 1.152 1.402
O -3.957 1.431 0.375
O -5.606 0.485 1.443
C -6.172 0.063 2.711
H -1.870 1.666 2.188
H -2.377 2.040 3.866
H -2.732 3.133 2.586
H -7.173 -0.254 2.419
H -6.317 0.968 3.301
H -5.565 -0.513 3.409
C 1.016 3.080 -0.395
O 0.108 4.044 0.140
C -1.251 3.883 0.007
O -1.768 3.186 -0.878
O -1.948 4.781 0.708
C -1.312 5.683 1.611
H 0.636 2.488 -1.227
H 1.513 2.404 0.300
H 1.762 3.783 -0.766
H -0.511 6.279 1.174
H -1.228 5.395 2.659
H -1.986 6.519 1.798
C -6.826 -3.130 0.090
O -6.232 -2.000 -0.580
C -5.089 -1.943 -1.133
O -4.555 -0.989 -1.713
O -4.351 -3.066 -0.920
C -3.095 -3.302 -1.581
H -6.781 -4.047 -0.498
H -7.915 -3.102 0.118
H -6.402 -3.259 1.086
H -3.064 -4.264 -2.092
H -2.412 -3.451 -0.744
H -2.723 -2.478 -2.190
C -0.788 -0.544 8.240
O -1.461 -0.802 7.001
C -0.725 -0.840 5.852
O 0.484 -0.642 5.727
O -1.589 -1.108 4.829
C -1.209 -1.058 3.499
H -1.412 -0.996 9.011
H -0.693 0.517 8.470
H 0.174 -1.057 8.216
H -0.510 -0.260 3.246
H -2.077 -0.833 2.879
H -0.685 -1.883 3.016
C 0.697 4.766 -5.355
O -0.197 4.158 -4.427
C -0.072 2.805 -4.111
O -0.936 2.185 -3.551
O 1.197 2.282 -4.416
C 1.551 0.852 -4.451
H 0.574 5.836 -5.185
H 0.370 4.590 -6.379
H 1.765 4.600 -5.210
H 1.212 0.483 -5.418
H 1.080 0.230 -3.689
H 2.631 0.820 -4.309
*
```

---

No. 3
Here is 9 unconnected molecules or ions with the total composition C5H26NO9 in a non-equilibrium geometry from the Open Molecules 2025 dataset. Energies are from ωB97M-V/def2-TZVPD.

Computed properties:
largest force on an atom	10.64	eV/A
gap between HOMO and LUMO (spin up / spin down)	8.65 / 3.85	eV
⟨S²⟩	0.754
energy	-25502.3766	eV
E_HOMO (spin up / spin down)	-16.68 / -16.68	eV
energy relative to the best compared isomer or geometry (same formula, charge and spin)	59.0	kcal per mole

ORCA input file:
```
! wB97M-V def2-TZVPD RIJCOSX def2/J DEFGRID3
* xyz 2 2
O -3.105 2.333 0.180
C -3.472 1.461 -0.530
C -3.390 0.008 -0.230
C -2.600 -0.728 -1.431
C -1.095 -0.536 -1.566
C -0.469 0.230 -0.657
N 0.975 0.179 -0.429
H -3.911 1.579 -1.509
H -2.824 -0.170 0.649
H -4.312 -0.382 -0.386
H -2.772 -1.862 -1.425
H -3.029 -0.460 -2.362
H -0.615 -1.288 -2.092
H -0.946 0.823 0.026
H 1.445 -0.748 -0.659
H 1.296 0.429 0.579
H 1.425 0.998 -1.010
H 0.996 4.301 -0.042
H 0.102 3.216 -0.297
O 1.023 3.380 -0.440
H -2.118 -3.003 2.563
H -2.315 -1.713 1.925
O -1.591 -2.326 2.034
H 1.236 -1.398 4.205
H 0.038 -2.336 3.359
O 0.552 -1.496 3.561
H 1.328 -2.154 -3.460
H 2.563 -2.532 -2.556
O 2.070 -1.897 -2.830
H 2.278 2.720 -2.351
H 3.283 1.541 -2.295
O 2.366 1.867 -2.612
H 3.973 0.708 0.164
H 3.544 1.986 0.826
O 3.241 1.285 0.415
H 1.692 -2.682 0.975
H 0.239 -2.495 0.657
O 1.146 -2.448 0.279
H 0.182 0.618 2.886
H 0.575 1.989 2.938
O 0.996 1.003 2.949
*
```

---

No. 4
Here is a molecular structure, C37H62N8OsP2S in a non-equilibrium geometry from the Open Molecules 2025 dataset. Energies are from ωB97M-V/def2-TZVPD.

Computed properties:
largest force on an atom	1.16	eV/A
gap between HOMO and LUMO (spin up / spin down)	5.65 / 5.65	eV
energy	-83164.4275	eV
E_HOMO (spin up / spin down)	-12.72 / -12.72	eV
energy relative to the best compared isomer or geometry (same formula, charge and spin)	15.1	kcal per mole

ORCA input file:
```
! wB97M-V def2-TZVPD RIJCOSX def2/J DEFGRID3
* xyz 2 1
Os -0.752 0.059 0.226
S -0.971 0.189 2.412
C -1.856 1.687 2.471
N -2.442 2.217 3.552
N -2.344 1.632 4.669
C -2.987 2.106 5.837
C -3.743 3.273 5.812
C -4.361 3.671 6.983
C -4.223 2.921 8.147
C -3.462 1.761 8.151
C -2.834 1.344 6.989
N -2.047 2.395 1.355
N -1.596 1.843 0.270
C -1.683 2.702 -0.892
C -1.320 2.185 -2.129
C -1.398 2.984 -3.261
C -1.831 4.297 -3.152
C -2.175 4.811 -1.908
C -2.101 4.024 -0.771
H -1.819 0.760 4.757
H -3.836 3.848 4.903
H -4.953 4.575 6.990
H -4.712 3.246 9.054
H -3.354 1.181 9.056
H -2.234 0.443 6.981
H -0.970 1.163 -2.224
H -1.121 2.578 -4.224
H -1.894 4.921 -4.032
H -2.510 5.835 -1.822
H -2.357 4.428 0.195
N 0.935 -0.118 -0.205
P 2.467 -0.283 -0.751
N 3.529 0.154 0.404
C 4.759 0.940 0.168
C 5.621 0.964 1.422
C 5.820 -0.435 1.991
C 4.472 -1.119 2.294
C 3.293 -0.297 1.783
N 2.628 -1.852 -1.165
C 3.984 -2.430 -1.248
C 4.172 -3.200 -2.549
C 3.072 -4.241 -2.736
C 1.697 -3.589 -2.628
C 1.568 -2.846 -1.307
N 2.764 0.701 -2.026
C 2.439 0.278 -3.396
C 3.281 1.068 -4.386
C 3.055 2.566 -4.214
C 3.325 2.975 -2.771
C 2.478 2.137 -1.828
H 4.513 1.960 -0.133
H 5.323 0.489 -0.653
H 5.175 1.621 2.172
H 6.581 1.407 1.154
H 6.423 -0.375 2.896
H 6.393 -1.033 1.278
H 4.347 -1.269 3.367
H 4.437 -2.107 1.834
H 3.105 0.575 2.415
H 2.382 -0.898 1.799
H 4.125 -3.099 -0.392
H 4.719 -1.629 -1.166
H 5.151 -3.682 -2.527
H 4.177 -2.502 -3.390
H 3.168 -5.009 -1.963
H 3.184 -4.742 -3.697
H 0.908 -4.340 -2.702
H 1.555 -2.882 -3.452
H 1.660 -3.557 -0.475
H 0.600 -2.353 -1.220
H 1.369 0.456 -3.586
H 2.626 -0.790 -3.489
H 3.036 0.751 -5.401
H 4.334 0.830 -4.211
H 2.015 2.804 -4.462
H 3.683 3.131 -4.902
H 3.094 4.030 -2.617
H 4.382 2.830 -2.532
H 1.414 2.312 -2.032
H 2.651 2.400 -0.784
C -4.729 0.419 0.256
C -4.273 -1.030 0.458
C -4.283 -1.344 1.957
P -2.644 -1.380 -0.327
C -2.883 -1.540 -2.157
C -1.520 -1.712 -2.838
C -3.682 -0.410 -2.807
C -2.170 -3.126 0.077
C -3.344 -4.107 -0.019
C -1.416 -3.298 1.393
H -5.787 0.489 0.504
H -4.602 0.793 -0.756
H -4.191 1.085 0.931
H -4.952 -1.714 -0.063
H -3.430 -0.890 2.461
H -4.274 -2.409 2.173
H -5.189 -0.925 2.395
H -3.451 -2.466 -2.286
H -0.760 -1.028 -2.442
H -1.610 -1.493 -3.902
H -1.124 -2.723 -2.747
H -3.255 0.574 -2.612
H -4.721 -0.407 -2.482
H -3.687 -0.561 -3.887
H -1.469 -3.369 -0.729
H -4.072 -3.955 0.776
H -2.966 -5.124 0.079
H -3.869 -4.054 -0.972
H -2.031 -3.049 2.258
H -0.513 -2.683 1.432
H -1.109 -4.339 1.495
*
```

---

No. 5
Here is 5 unconnected molecules or ions with the total composition C20H48O13S in a non-equilibrium geometry from the Open Molecules 2025 dataset. Energies are from ωB97M-V/def2-TZVPD.

Computed properties:
largest force on an atom	3.87	eV/A
gap between HOMO and LUMO	9.33	eV
structure (SMILES)	CCO[C@@H]1COS(=O)(=O)O1.COCCOC.COCCOC.COCCOC.COCCOC
energy	-58963.8546	eV
E_HOMO	-8.85	eV

ORCA input file:
```
! wB97M-V def2-TZVPD RIJCOSX def2/J DEFGRID3
* xyz 0 1
C 0.667 -1.843 1.866
C 0.426 -0.382 1.370
O -0.602 0.334 2.056
C -1.879 -0.110 1.739
C -2.498 -1.282 2.582
O -2.385 -2.437 1.750
S -2.522 -1.944 0.185
O -1.468 -2.370 -0.742
O -3.905 -2.285 -0.143
O -2.215 -0.312 0.372
H 0.629 -2.519 1.003
H 0.022 -2.161 2.690
H 1.699 -1.898 2.248
H 0.293 -0.410 0.278
H 1.356 0.177 1.533
H -2.512 0.738 2.057
H -3.525 -0.936 2.762
H -1.979 -1.325 3.543
C -4.375 6.612 2.551
O -3.002 6.326 2.764
C -2.800 5.186 3.587
C -2.436 3.965 2.761
O -3.523 3.553 1.941
C -3.369 3.964 0.591
H -4.444 7.335 1.739
H -4.937 5.718 2.272
H -4.811 7.054 3.452
H -3.682 4.987 4.202
H -1.966 5.417 4.256
H -2.213 3.135 3.439
H -1.543 4.155 2.158
H -2.614 3.345 0.095
H -3.086 5.016 0.517
H -4.324 3.822 0.087
C 4.433 2.583 -1.703
O 3.326 2.293 -0.865
C 2.366 3.341 -0.842
C 1.174 3.021 -1.727
O 1.542 2.986 -3.098
C 1.698 1.664 -3.589
H 4.991 1.659 -1.852
H 4.116 2.962 -2.677
H 5.088 3.314 -1.219
H 2.819 4.292 -1.133
H 2.020 3.434 0.193
H 0.430 3.815 -1.615
H 0.708 2.078 -1.425
H 0.718 1.196 -3.725
H 2.307 1.051 -2.921
H 2.194 1.723 -4.557
C -4.973 -4.750 -5.036
O -5.017 -3.493 -4.385
C -3.990 -3.343 -3.409
C -2.850 -2.497 -3.943
O -2.167 -3.160 -5.003
C -2.542 -2.676 -6.281
H -5.622 -4.698 -5.910
H -3.962 -5.003 -5.364
H -5.348 -5.533 -4.367
H -3.627 -4.318 -3.070
H -4.433 -2.833 -2.551
H -2.123 -2.341 -3.143
H -3.212 -1.516 -4.266
H -2.093 -1.692 -6.456
H -3.627 -2.606 -6.386
H -2.162 -3.372 -7.028
C 4.345 -4.289 2.646
O 4.300 -3.018 3.276
C 5.333 -2.848 4.237
C 6.470 -2.007 3.686
O 7.150 -2.678 2.634
C 6.769 -2.209 1.351
H 3.690 -4.259 1.776
H 5.354 -4.544 2.316
H 3.979 -5.057 3.335
H 5.701 -3.817 4.587
H 4.893 -2.326 5.092
H 7.201 -1.839 4.483
H 6.103 -1.032 3.353
H 7.215 -1.227 1.163
H 5.684 -2.144 1.247
H 7.150 -2.912 0.611
*
```

---

No. 6
Here is a molecular structure, C8H13ClI2NO2 in a non-equilibrium geometry from the Open Molecules 2025 dataset. Energies are from ωB97M-V/def2-TZVPD.

Computed properties:
largest force on an atom	2.11	eV/A
gap between HOMO and LUMO	6.91	eV
energy	-42817.6397	eV
E_HOMO	-4.55	eV

ORCA input file:
```
! wB97M-V def2-TZVPD RIJCOSX def2/J DEFGRID3
* xyz -1 1
C -1.840 -0.896 -2.576
C -1.933 -0.359 -1.122
C -0.940 -1.026 -0.160
Cl -1.705 -2.579 0.366
C -0.601 -0.079 1.029
N 0.784 -0.235 1.435
C 1.549 0.976 1.442
I 2.536 1.247 3.375
C 2.595 1.025 0.302
C 1.922 0.833 -1.071
I 4.218 -0.368 0.540
C -1.590 -0.264 2.209
O -2.819 -0.205 1.960
O -1.106 -0.418 3.349
H -2.717 -1.511 -2.796
H -0.950 -1.494 -2.776
H -1.913 -0.052 -3.268
H -2.938 -0.561 -0.753
H -1.822 0.727 -1.149
H -0.025 -1.308 -0.678
H -0.815 0.923 0.648
H 0.851 -0.717 2.324
H 0.949 1.884 1.317
H 3.028 2.026 0.321
H 2.096 -0.148 -1.509
H 0.844 0.998 -1.010
H 2.342 1.581 -1.748
*
```

---

No. 7
Here is a molecular structure, C33H42BeN5O3 in a non-equilibrium geometry from the Open Molecules 2025 dataset. Energies are from ωB97M-V/def2-TZVPD.

Computed properties:
largest force on an atom	17.51	eV/A
gap between HOMO and LUMO	7.09	eV
energy	-48864.5993	eV
E_HOMO	-10.49	eV

ORCA input file:
```
! wB97M-V def2-TZVPD RIJCOSX def2/J DEFGRID3
* xyz 1 1
Be -0.020 -10.911 11.385
C -3.555 -9.344 11.260
C -2.478 -10.148 10.518
O -1.251 -10.413 11.139
H -4.098 -9.998 11.942
H -4.316 -8.824 10.678
H -3.136 -8.543 11.869
H -2.347 -9.670 9.547
H -2.880 -11.116 10.218
N -0.342 -12.176 10.302
C 0.064 -13.500 10.431
C -0.630 -14.592 9.877
C -1.779 -14.278 9.165
C -2.280 -12.996 9.100
C -1.461 -11.988 9.624
H 1.026 -13.710 10.874
H -0.208 -15.583 9.960
H -2.392 -15.036 8.702
H -3.205 -12.648 8.665
H -1.656 -10.933 9.507
N -0.519 -10.359 12.749
C -1.869 -10.605 13.086
C -2.322 -10.592 14.438
C -1.449 -10.151 15.391
C -0.129 -9.811 15.035
C 0.308 -9.919 13.711
H -2.616 -10.854 12.347
H -3.358 -10.763 14.689
H -1.779 -10.178 16.419
H 0.580 -9.492 15.784
H 1.326 -9.726 13.405
N 0.299 -10.525 9.950
C -0.406 -9.834 8.968
C 0.165 -9.470 7.753
C 1.498 -9.712 7.493
C 2.231 -10.391 8.498
C 1.590 -10.869 9.654
H -1.440 -9.645 9.215
H -0.407 -8.780 7.150
H 1.945 -9.381 6.568
H 3.282 -10.572 8.324
H 2.166 -11.410 10.390
N -2.049 -6.274 14.959
C -1.731 -7.378 14.249
C -2.721 -8.256 13.901
C -4.058 -8.038 14.242
C -4.348 -6.838 14.908
C -3.347 -5.983 15.315
H -0.719 -7.655 13.994
H -2.384 -9.007 13.202
H -4.772 -8.739 13.836
H -5.373 -6.693 15.216
H -3.526 -5.056 15.841
N 0.577 -9.621 11.487
C -0.317 -8.598 11.695
C 0.076 -7.244 11.894
C 1.431 -6.906 11.979
C 2.367 -7.978 11.883
C 1.902 -9.255 11.513
H -1.351 -8.829 11.486
H -0.713 -6.508 11.936
H 1.729 -5.921 12.308
H 3.442 -7.866 11.879
H 2.641 -9.985 11.217
C -7.093 -8.529 14.039
C -6.849 -9.505 12.949
O -7.198 -9.397 11.768
C -5.937 -10.669 13.273
H -6.662 -7.570 13.754
H -6.636 -8.831 14.982
H -8.163 -8.399 14.196
H -6.137 -11.371 12.463
H -6.120 -11.118 14.249
H -4.862 -10.493 13.227
C -6.570 -12.885 8.967
C -5.949 -12.409 10.286
O -6.059 -13.125 11.279
C -4.981 -11.193 10.219
H -7.333 -12.161 8.682
H -7.052 -13.860 9.020
H -5.735 -12.967 8.270
H -4.679 -11.066 11.259
H -5.575 -10.371 9.821
H -4.126 -11.553 9.647
*
```